This record from the Open Molecules 2025 dataset describes a structure of composition C28H29ClN8O3PRe. The level of theory is ωB97M-V with the def2-TZVPD basis set.

```
71
Properties=species:S:1:pos:R:3:forces:R:3:lowdin_spin:R:1
Re -0.5872 1.0367 0.4481 -0.1043 -0.0675 0.0861 0.775
N -0.2721 2.8677 1.7397 -0.0481 0.0547 0.1233 0.003
C -0.8079 2.7873 3.1365 -0.0179 -0.0391 -0.0173 0.004
C -2.2724 2.3583 3.1636 0.0150 -0.1679 0.1186 0.008
C -2.4377 0.8818 2.9253 0.0692 0.2980 -0.1789 0.017
O -2.9527 0.0455 3.5557 -0.0185 -0.0233 0.0282 -0.003
O -1.7990 0.4625 1.6673 -0.0348 0.0085 0.1051 0.141
H 0.7148 3.1079 1.8259 0.0471 -0.0302 -0.0567 0.001
H -0.6852 3.6858 1.2932 -0.0085 -0.0092 -0.0176 0.000
H -0.7071 3.7617 3.6133 -0.0163 -0.0145 0.0025 0.001
H -0.1846 2.0859 3.6936 -0.0073 0.0073 -0.0102 0.000
H -2.8535 2.9150 2.4231 -0.0439 -0.0469 -0.0230 0.000
H -2.7056 2.5688 4.1410 0.0144 0.0008 -0.0078 0.002
Cl -2.1087 2.1955 -0.9743 0.0720 -0.1446 -0.1393 -0.008
C -2.7215 1.0228 -2.2203 0.0476 0.0760 0.0637 0.000
C -3.6882 1.5161 -3.0664 0.0002 -0.0802 -0.0382 0.000
C -4.1942 0.6365 -4.0193 0.0378 0.0102 0.0361 0.000
C -3.7301 -0.6718 -4.0886 -0.0358 0.0680 -0.0165 0.000
C -2.7542 -1.1180 -3.2128 0.0467 -0.0060 0.0693 -0.001
C -2.2127 -0.2615 -2.2479 -0.1377 0.0536 -0.0497 -0.001
P -0.9802 -0.8514 -1.0662 0.0136 -0.1127 0.0668 0.013
C 0.4875 -1.3143 -2.0018 0.0629 0.0956 0.0072 0.002
C 1.5558 -1.9175 -1.3261 0.0039 -0.0269 -0.0341 0.000
C 2.7584 -2.1314 -1.9803 -0.0222 -0.0489 -0.0171 0.000
C 2.9048 -1.7504 -3.3119 -0.0224 -0.0119 -0.0069 -0.001
C 1.8421 -1.1713 -3.9896 0.0479 -0.0389 -0.0139 0.000
C 0.6343 -0.9516 -3.3390 0.0110 0.1100 0.0457 -0.001
C -1.6890 -2.3246 -0.3136 -0.0350 -0.0041 0.0123 0.007
C -1.1914 -3.5987 -0.5946 0.0444 0.0320 -0.0167 0.002
C -1.8138 -4.7132 -0.0519 -0.0446 -0.0155 0.0310 0.000
C -2.9286 -4.5635 0.7610 0.0171 0.0115 -0.0099 0.001
C -3.4360 -3.2962 1.0298 -0.0008 -0.0428 -0.0126 0.001
C -2.8237 -2.1789 0.4927 -0.0053 -0.0111 -0.0334 0.000
H -4.0457 2.5339 -2.9957 -0.0117 0.0122 0.0030 0.000
H -4.9585 0.9812 -4.7024 -0.0055 0.0030 0.0000 0.000
H -4.1365 -1.3485 -4.8276 -0.0015 -0.0025 -0.0022 0.000
H -2.4075 -2.1433 -3.2694 0.0014 -0.0026 0.0213 0.000
H 1.4477 -2.2455 -0.2998 -0.0137 0.0237 0.0532 0.000
H 3.5776 -2.6104 -1.4606 0.0015 -0.0152 -0.0051 0.000
H 3.8416 -1.9258 -3.8236 0.0067 0.0087 0.0012 0.000
H 1.9468 -0.8973 -5.0307 0.0047 0.0050 -0.0039 0.000
H -0.1829 -0.4931 -3.8803 0.0040 0.0107 -0.0003 0.000
H -0.3375 -3.7354 -1.2445 0.0008 0.0212 -0.0016 0.000
H -1.4324 -5.6998 -0.2769 -0.0034 -0.0058 0.0032 0.000
H -3.4150 -5.4362 1.1756 0.0058 -0.0068 0.0082 0.000
H -4.3160 -3.1828 1.6478 -0.0076 -0.0021 0.0038 0.000
H -3.2500 -1.2025 0.6835 0.0160 -0.0219 -0.0020 0.000
N 5.1575 0.7958 3.8158 0.0091 -0.0141 0.0497 0.000
C 4.0653 1.2531 3.2005 -0.1214 0.0991 -0.0690 0.000
O 3.8612 2.4173 2.9005 0.0796 -0.0482 0.0001 0.000
C 2.9720 0.2559 2.8545 -0.0791 0.0284 -0.0564 0.000
C 2.7219 -0.9775 3.4382 -0.0101 -0.0067 -0.0628 -0.001
C 1.5910 -1.6880 3.0435 -0.0139 0.0342 -0.0349 0.000
C 0.7353 -1.1466 2.1075 -0.0484 -0.1004 0.0865 -0.001
N 0.9639 0.0674 1.5559 -0.0800 0.0485 -0.0631 -0.003
C 2.0680 0.7271 1.9198 0.1496 0.0446 0.0316 -0.001
H 5.8696 1.4583 4.0865 0.0095 -0.0024 -0.0122 0.000
H 5.3257 -0.1782 3.9954 0.0205 0.0037 0.0044 0.000
H 3.3715 -1.3840 4.2031 -0.0044 -0.0152 0.0087 0.000
H 1.3571 -2.6496 3.4782 -0.0050 -0.0104 -0.0081 0.000
H -0.1709 -1.6563 1.8031 0.0219 -0.0180 0.0228 0.000
H 2.2680 1.6853 1.4636 0.0021 0.0487 0.0854 0.000
N 2.3917 4.6326 -2.0914 -0.0362 0.0617 -0.0502 0.003
N 2.0683 3.4246 -1.5896 -0.0297 -0.2184 0.0783 0.005
N 2.8088 2.3590 -1.8526 0.1104 0.0926 -0.0647 0.002
C 2.1064 1.3918 -1.3130 -0.0906 -0.1074 -0.0794 0.009
N 0.9759 1.8681 -0.7530 0.2766 0.0325 0.0608 0.016
N 0.9901 3.2018 -0.9299 -0.1377 0.0848 -0.0305 0.005
H 3.3838 4.6759 -2.2936 0.0254 0.0757 0.0058 0.000
H 2.0097 5.3903 -1.5396 0.0559 0.0459 -0.0075 0.000
H 2.4167 0.3599 -1.3037 -0.0488 -0.0708 -0.0701 0.000
```
Forces are in eV/Å.

Summary:
E_LUMO (spin up / spin down), eV: -11.1 / -10.8
Energy relative to the best compared isomer or geometry (same formula, charge and spin), kJ/mol: 0.0
Total energy, Eh: -2627.0696
Expectation value of S²: 0.761
2S+1: 2
Net charge: +3
Orbital gap (spin up / spin down), Eh: 0.212 / 0.224